This record from the OMol25 dataset describes a gas-phase ion, C3H7NO3 (charge +1) at a distorted geometry. The level of theory is ωB97M-V with the def2-TZVPD basis set.

```
! RIJCOSX wB97M-V def2-TZVPD def2/J DEFGRID3
* xyz 1 2
O -0.52 -0.07 -2.40
C -0.28 -0.44 -1.27
O -0.45 -1.79 -1.01
C -0.03 0.50 -0.16
C -0.59 -0.16 1.04
O -0.24 0.69 2.22
N 1.41 0.70 -0.31
H -0.97 -2.15 -1.65
H -0.51 1.40 -0.50
H -1.71 -0.32 1.05
H -0.20 -1.15 1.15
H 0.22 1.42 1.81
H 1.99 -0.14 -0.01
H 1.88 1.51 0.06
*
```

The HOMO-LUMO gap (spin up / spin down) is 11.17 / 5.72 eV. As for the energy: -398.58729 hartree. The value obtained for the HOMO energy (spin up / spin down) is -15.7 / -15.6 eV. As for the energy above the lowest of the compared OMol25 structures with the same formula, charge and spin: 217.5 kJ/mol.

=====

This record from the OMol25 dataset describes 2 unconnected molecules or ions with the total composition C3H7NO3P at a distorted geometry. The level of theory is ωB97M-V with the def2-TZVPD basis set.

```
! RIJCOSX wB97M-V def2-TZVPD def2/J DEFGRID3
* xyz -1 1
C -2.00 0.39 3.13
C -1.49 1.83 2.76
C -1.30 0.83 1.94
N 2.76 -0.85 -2.07
O 0.61 -2.32 -2.61
O 0.41 -0.13 -1.17
O 0.89 -0.07 -3.79
P 1.05 -0.94 -2.31
H -1.42 -0.08 3.85
H -3.11 0.34 3.01
H -1.36 2.61 3.48
H -1.09 0.49 0.98
H 2.80 -1.59 -1.30
H 0.37 -0.62 -4.31
H 2.89 0.12 -1.59
*
```

The HOMO-LUMO gap is 8.31 eV. As for the energy: -740.39290 hartree. The value obtained for the HOMO energy is -4.8 eV. As for the energy above the lowest of the compared OMol25 structures with the same formula, charge and spin: 224.5 kJ/mol.

=====

This record from the OMol25 dataset describes a molecular structure, C3H7NO4S at a distorted geometry. The level of theory is ωB97M-V with the def2-TZVPD basis set.

```
! RIJCOSX wB97M-V def2-TZVPD def2/J DEFGRID3
* xyz 0 1
C -1.72 0.11 0.59
C 0.45 1.67 -0.23
C -2.25 -1.43 0.37
N -0.56 0.57 -0.35
O 2.75 -1.00 0.62
O 0.96 -1.41 -0.93
O 1.69 1.05 -0.38
O -1.38 -2.18 -0.17
S 1.22 -0.55 0.23
H -2.65 0.79 0.66
H -1.20 0.21 1.55
H 0.22 2.49 -0.93
H 0.45 2.05 0.81
H 3.26 -0.87 -0.09
H -0.67 0.30 -1.27
H -0.56 -1.80 -0.48
*
```

The HOMO-LUMO gap is 9.26 eV. As for the energy: -872.22791 hartree. The value obtained for the HOMO energy is -8.6 eV. As for the energy above the lowest of the compared OMol25 structures with the same formula, charge and spin: 514.6 kJ/mol.

=====

This record from the OMol25 dataset describes 2 unconnected molecules or ions with the total composition C3H7NOS at a distorted geometry. The level of theory is ωB97M-V with the def2-TZVPD basis set.

```
! RIJCOSX wB97M-V def2-TZVPD def2/J DEFGRID3
* xyz 0 1
C 0.43 0.13 -1.46
C -0.05 -1.63 -0.17
C 0.05 0.61 0.83
N 0.61 -0.28 -0.13
O 1.04 -2.20 -2.70
S -0.07 -1.54 -2.03
H -0.62 1.09 -1.70
H 1.19 0.52 -2.12
H 0.64 -2.34 0.43
H -0.97 -1.63 0.38
H 0.56 1.49 0.55
H -1.01 0.74 0.68
H 0.36 0.49 1.95
*
```

The HOMO-LUMO gap is 9.55 eV. As for the energy: -646.54844 hartree. The value obtained for the HOMO energy is -8.7 eV. As for the energy above the lowest of the compared OMol25 structures with the same formula, charge and spin: 429.4 kJ/mol.

=====

This record from the OMol25 dataset describes a single C3H7NOS molecule at a distorted geometry. The level of theory is ωB97M-V with the def2-TZVPD basis set.

```
! RIJCOSX wB97M-V def2-TZVPD def2/J DEFGRID3
* xyz 0 1
C -0.08 -0.65 -0.33
C -0.04 -0.30 1.17
S -1.50 -0.79 2.09
C 0.66 0.33 -1.22
N 0.41 1.67 -1.01
O 1.42 -0.02 -2.09
H -1.11 -0.73 -0.68
H 0.42 -1.58 -0.50
H 0.18 0.75 1.35
H 0.81 -0.84 1.58
H -1.47 -2.09 1.80
H 0.60 2.26 -1.81
H -0.27 1.98 -0.34
*
```

The HOMO-LUMO gap is 10.07 eV. The SMILES is NC(=O)CCS. As for the energy: -646.70320 hartree. The value obtained for the HOMO energy is -9.3 eV. As for the energy above the lowest of the compared OMol25 structures with the same formula, charge and spin: 23.0 kJ/mol.

=====

This record from the OMol25 dataset describes a single C3H7NOS molecule at a distorted geometry. The level of theory is ωB97M-V with the def2-TZVPD basis set.

```
! RIJCOSX wB97M-V def2-TZVPD def2/J DEFGRID3
* xyz 0 1
O 2.08 -2.28 0.90
C 1.15 -1.52 0.75
N 1.26 -0.35 0.06
C 0.30 0.73 -0.03
C -1.01 0.23 -0.67
S -2.30 1.45 -0.90
H 0.14 -1.68 1.15
H 2.21 -0.16 -0.21
H 0.74 1.47 -0.68
H 0.11 1.22 0.92
H -1.38 -0.58 -0.05
H -0.72 -0.18 -1.63
H -2.57 1.66 0.40
*
```

The HOMO-LUMO gap is 10.21 eV. The SMILES is O=CNCCS. As for the energy: -646.68928 hartree. The value obtained for the HOMO energy is -9.5 eV. As for the energy above the lowest of the compared OMol25 structures with the same formula, charge and spin: 59.6 kJ/mol.